No. 1
{"formula": "C3H8N2", "method": "ωB97M-V/def2-TZVPD", "homo_lumo_gap_ev": 12.704, "relative_energy_ev": 0.000, "homo_energy_ev": -21.9788, "total_charge": 2, "species": ["C", "C", "C", "N", "N", "H", "H", "H", "H", "H", "H", "H", "H"], "coordinates": [[-0.586, 0.117, -2.392], [0.292, -1.341, 1.141], [-0.544, 2.025, -0.781], [1.030, -1.788, 2.060], [-0.529, 0.937, -1.597], [-0.635, -0.646, -3.135], [-0.762, -1.148, 1.325], [0.702, -1.177, 0.147], [-0.714, 1.738, 0.258], [-1.358, 2.695, -1.093], [0.402, 2.571, -0.867], [2.025, -2.006, 1.928], [0.677, -1.976, 3.006]]}

No. 2
{"formula": "C3H8N2O", "method": "ωB97M-V/def2-TZVPD", "homo_lumo_gap_ev": 10.478, "smiles": "C[C@@H](N)C(N)=O", "relative_energy_ev": 0.524, "homo_energy_ev": -9.4878, "total_charge": 0, "species": ["C", "C", "N", "C", "N", "O", "H", "H", "H", "H", "H", "H", "H", "H"], "coordinates": [[-0.374, 1.626, -0.740], [0.450, 0.324, -0.620], [1.639, 0.503, 0.180], [-0.425, -0.714, 0.079], [-0.688, -0.432, 1.387], [-0.897, -1.684, -0.475], [-0.079, 2.406, -0.042], [-1.436, 1.447, -0.569], [-0.292, 2.067, -1.725], [0.600, -0.022, -1.635], [1.972, -0.358, 0.579], [2.389, 1.120, -0.076], [-1.168, -1.097, 1.969], [-0.155, 0.275, 1.867]]}

No. 3
{"formula": "C3H8N2O", "method": "ωB97M-V/def2-TZVPD", "homo_lumo_gap_ev": 8.698, "smiles": "CN(C)/C=N/O", "relative_energy_ev": 6.547, "homo_energy_ev": -8.0612, "total_charge": 0, "species": ["C", "N", "C", "C", "N", "O", "H", "H", "H", "H", "H", "H", "H", "H"], "coordinates": [[-0.831, -1.509, -0.590], [-0.039, -0.365, -0.146], [1.397, -0.624, -0.070], [-0.438, 0.899, 0.188], [0.481, 1.784, 0.309], [-0.047, 2.969, 0.958], [-1.906, -0.990, -1.180], [-0.172, -2.077, -1.383], [-1.113, -2.075, 0.554], [1.523, -1.857, 0.284], [1.770, -0.299, -1.203], [1.961, 0.132, 0.834], [-1.497, 1.045, 0.317], [-1.089, 2.967, 1.131]]}

No. 4
{"formula": "C3H8N2O", "method": "ωB97M-V/def2-TZVPD", "homo_lumo_gap_ev": 8.226, "relative_energy_ev": 4.699, "homo_energy_ev": -7.7562, "total_charge": 0, "species": ["C", "N", "H", "H", "H", "H", "H", "C", "C", "N", "O", "H", "H", "H"], "coordinates": [[0.143, 1.164, -1.391], [0.759, 0.004, -0.738], [1.693, -0.209, -1.079], [0.002, -0.821, -0.554], [-0.883, 1.249, -1.032], [0.142, 1.029, -2.472], [0.675, 2.075, -1.120], [0.648, 0.065, 0.928], [-0.720, -1.430, 0.885], [-1.810, -1.106, 1.439], [0.189, 1.070, 1.412], [-1.834, -0.094, 1.630], [1.524, -0.483, 1.296], [-0.529, -2.512, 0.795]]}

No. 5
{"formula": "C3H8N2O", "method": "ωB97M-V/def2-TZVPD", "homo_lumo_gap_ev": [9.731, 6.767], "relative_energy_ev": 6.566, "homo_energy_ev": [-8.7791, -6.2809], "total_charge": 0, "species": ["C", "C", "C", "N", "N", "O", "H", "H", "H", "H", "H", "H", "H", "H"], "coordinates": [[1.631, 0.208, -0.368], [-0.766, -0.308, -0.250], [-2.165, 0.262, -0.202], [0.169, 0.528, -0.737], [1.584, -0.852, 1.899], [1.904, 0.147, 1.096], [2.198, 1.145, -0.706], [2.118, -0.706, -0.900], [-0.523, -1.310, 0.174], [-2.346, 0.927, -0.996], [-2.565, 0.783, 0.704], [-2.919, -0.581, -0.412], [-0.051, 1.543, -0.795], [1.732, -1.786, 1.494]]}

No. 6
{"formula": "C3H8N2O", "method": "ωB97M-V/def2-TZVPD", "homo_lumo_gap_ev": 10.943, "smiles": "[H]/N=C(\\C)O.C=N", "relative_energy_ev": 2.193, "homo_energy_ev": -10.0885, "total_charge": 0, "species": ["H", "N", "C", "C", "O", "H", "H", "H", "H", "C", "N", "H", "H", "H"], "coordinates": [[2.434, 0.090, 0.941], [1.583, 0.561, 1.260], [0.544, -0.110, 0.918], [0.587, -1.455, 0.263], [-0.672, 0.261, 1.433], [-0.416, -1.857, 0.102], [1.083, -1.363, -0.708], [1.151, -2.151, 0.888], [-1.388, -0.339, 1.165], [-0.594, 1.285, -1.389], [-1.703, 0.647, -1.149], [-0.452, 2.328, -1.066], [0.177, 0.835, -2.031], [-2.335, 1.267, -0.626]]}

No. 7
{"formula": "C3H8N2O", "method": "ωB97M-V/def2-TZVPD", "homo_lumo_gap_ev": 10.419, "relative_energy_ev": 2.234, "homo_energy_ev": -9.5521, "total_charge": 0, "species": ["C", "N", "C", "C", "O", "N", "H", "H", "H", "H", "H", "H", "H", "H"], "coordinates": [[-0.972, -0.941, 0.592], [-0.027, 0.139, 0.306], [-0.645, 1.280, -0.371], [1.195, -0.382, -0.480], [1.118, -0.850, -1.595], [2.090, -0.115, 0.457], [-0.450, -1.732, 1.140], [-1.800, -0.562, 1.197], [-1.360, -1.351, -0.348], [-1.013, 0.968, -1.356], [-1.476, 1.665, 0.227], [0.107, 2.064, -0.500], [3.065, -0.335, 0.293], [0.989, 0.317, 1.069]]}

No. 8
{"formula": "C3H8N2O", "method": "ωB97M-V/def2-TZVPD", "homo_lumo_gap_ev": 10.328, "smiles": "CNC(=O)NC", "relative_energy_ev": 0.277, "homo_energy_ev": -9.4317, "total_charge": 0, "species": ["C", "N", "C", "O", "N", "C", "H", "H", "H", "H", "H", "H", "H", "H"], "coordinates": [[0.368, -0.472, 2.363], [0.323, 0.336, 1.164], [-0.011, -0.249, -0.041], [-0.388, -1.406, -0.147], [0.108, 0.610, -1.119], [-0.508, 0.216, -2.371], [0.031, 0.118, 3.221], [1.373, -0.862, 2.570], [-0.309, -1.316, 2.220], [0.954, 1.124, 1.124], [0.037, 1.591, -0.891], [-1.600, 0.346, -2.364], [-0.082, 0.806, -3.188], [-0.296, -0.841, -2.542]]}

No. 9
{"formula": "C3H8N2O", "method": "ωB97M-V/def2-TZVPD", "homo_lumo_gap_ev": 9.939, "smiles": "NCNCC=O", "relative_energy_ev": 1.769, "homo_energy_ev": -9.0948, "total_charge": 0, "species": ["N", "C", "N", "C", "C", "O", "H", "H", "H", "H", "H", "H", "H", "H"], "coordinates": [[1.623, 0.468, -1.334], [0.369, -0.245, -1.435], [-0.274, -0.727, -0.212], [-0.279, 0.142, 0.947], [-1.644, 0.093, 1.629], [-1.849, 0.422, 2.764], [2.381, 0.055, -0.811], [1.506, 1.410, -0.978], [0.592, -1.146, -1.974], [-0.319, 0.398, -1.978], [0.068, -1.638, 0.052], [0.449, -0.121, 1.715], [-0.153, 1.168, 0.630], [-2.470, -0.278, 0.986]]}

No. 10
{"formula": "C3H8N2O", "method": "ωB97M-V/def2-TZVPD", "homo_lumo_gap_ev": 10.255, "smiles": "CNC(=O)CN", "relative_energy_ev": 0.751, "homo_energy_ev": -9.3825, "total_charge": 0, "species": ["C", "N", "C", "O", "C", "N", "H", "H", "H", "H", "H", "H", "H", "H"], "coordinates": [[-1.933, -0.612, -1.088], [-1.049, -0.152, -0.020], [0.200, 0.282, -0.323], [0.596, 0.403, -1.464], [0.983, 0.697, 0.918], [1.077, -0.399, 1.874], [-1.416, -1.364, -1.666], [-2.765, -1.122, -0.618], [-2.249, 0.245, -1.670], [-1.142, -0.531, 0.909], [0.536, 1.603, 1.335], [1.958, 1.110, 0.663], [0.990, -0.074, 2.828], [2.002, -0.813, 1.789]]}

No. 11
{"formula": "C3H8N2O", "method": "ωB97M-V/def2-TZVPD", "homo_lumo_gap_ev": 10.689, "smiles": "C[C@@H](N)C(N)=O", "relative_energy_ev": 1.409, "homo_energy_ev": -9.7450, "total_charge": 0, "species": ["C", "C", "N", "C", "N", "O", "H", "H", "H", "H", "H", "H", "H", "H"], "coordinates": [[-0.532, 1.123, -1.011], [0.577, 0.226, -0.307], [0.588, 0.788, 1.089], [0.015, -1.236, -0.262], [-0.745, -1.486, 0.885], [0.346, -2.162, -0.980], [-1.191, 1.465, -0.274], [-1.016, 0.727, -1.799], [0.130, 1.880, -1.539], [1.485, 0.179, -0.914], [1.188, 1.569, 1.090], [1.229, 0.146, 1.643], [-0.910, -2.411, 1.010], [-1.163, -0.808, 1.369]]}

No. 12
{"formula": "C3H8N2O", "method": "ωB97M-V/def2-TZVPD", "homo_lumo_gap_ev": 10.522, "smiles": "NCC/C=N/O", "relative_energy_ev": 3.112, "homo_energy_ev": -9.3776, "total_charge": 0, "species": ["N", "C", "C", "C", "N", "O", "H", "H", "H", "H", "H", "H", "H", "H"], "coordinates": [[2.948, -0.110, -0.088], [1.604, 0.465, -0.179], [0.527, -0.532, 0.086], [-0.774, 0.068, 0.401], [-1.692, -0.241, -0.397], [-2.942, 0.224, 0.074], [3.110, -0.584, 0.818], [3.680, 0.648, -0.170], [1.416, 1.444, 0.472], [1.598, 0.936, -1.183], [0.869, -1.154, 0.954], [0.380, -1.273, -0.699], [-0.875, 0.693, 1.344], [-3.581, -0.052, -0.587]]}

No. 13
{"formula": "C3H8N2O", "method": "ωB97M-V/def2-TZVPD", "homo_lumo_gap_ev": 9.030, "smiles": "C/N=C/N(C)O", "relative_energy_ev": 4.581, "homo_energy_ev": -8.4011, "total_charge": 0, "species": ["C", "N", "C", "N", "C", "O", "H", "H", "H", "H", "H", "H", "H", "H"], "coordinates": [[2.640, -0.059, -0.039], [1.305, 0.477, 0.226], [0.401, -0.464, -0.080], [-0.930, -0.109, -0.173], [-1.451, 1.302, -0.019], [-1.800, -1.110, 0.227], [3.190, -0.210, 1.015], [3.226, 0.591, -0.833], [2.638, -1.209, -0.447], [0.627, -1.507, -0.460], [-1.345, 1.860, 0.985], [-2.545, 1.242, -0.319], [-0.985, 1.979, -0.768], [-2.576, -1.107, -0.538]]}

No. 14
{"formula": "C3H8N2O", "method": "ωB97M-V/def2-TZVPD", "homo_lumo_gap_ev": 10.313, "smiles": "CCNC(N)=O", "relative_energy_ev": 0.665, "homo_energy_ev": -9.4940, "total_charge": 0, "species": ["C", "C", "N", "C", "N", "O", "H", "H", "H", "H", "H", "H", "H", "H"], "coordinates": [[-2.222, 0.704, -1.295], [-0.918, 0.944, -0.518], [-0.439, -0.064, 0.374], [0.849, -0.487, 0.617], [1.832, 0.002, -0.221], [1.035, -1.372, 1.429], [-3.148, 0.981, -0.792], [-2.120, 1.079, -2.308], [-2.371, -0.368, -1.505], [-1.051, 1.942, -0.100], [-0.204, 1.138, -1.323], [-1.123, -0.674, 0.787], [2.627, -0.607, -0.231], [1.450, 0.672, -0.853]]}

No. 15
{"formula": "C3H8N2O", "method": "ωB97M-V/def2-TZVPD", "homo_lumo_gap_ev": 9.257, "smiles": "[H]/N=N/C(C)(C)O", "relative_energy_ev": 4.658, "homo_energy_ev": -9.1662, "total_charge": 0, "species": ["H", "N", "N", "C", "C", "C", "O", "H", "H", "H", "H", "H", "H", "H"], "coordinates": [[3.004, -0.030, -0.216], [2.083, 0.358, 0.023], [1.205, -0.318, -0.595], [-0.066, -0.139, -0.056], [-0.954, -1.325, -0.336], [-0.705, 1.209, -0.296], [0.499, -0.040, 1.609], [-0.403, -2.254, -0.214], [-1.774, -1.329, 0.381], [-1.379, -1.253, -1.338], [-0.007, 2.001, -0.044], [-0.980, 1.280, -1.352], [-1.605, 1.296, 0.308], [1.082, 0.542, 2.125]]}

No. 16
{"formula": "C3H8N2O", "method": "ωB97M-V/def2-TZVPD", "homo_lumo_gap_ev": 9.898, "relative_energy_ev": 5.373, "homo_energy_ev": -9.2292, "total_charge": 0, "species": ["C", "C", "C", "N", "N", "O", "H", "H", "H", "H", "H", "H", "H", "H"], "coordinates": [[0.651, 1.211, 0.220], [0.127, -0.153, 0.212], [-1.188, -0.264, 0.897], [-0.172, 0.857, -0.884], [0.908, -1.314, -0.152], [0.887, 0.547, -2.253], [0.190, 1.940, 0.929], [1.693, 1.644, -0.202], [-1.245, 0.434, 1.640], [-1.333, -1.316, 1.239], [-1.951, 0.056, 0.272], [1.842, -0.938, -0.367], [0.550, -1.895, -0.821], [0.380, 0.704, -3.041]]}

No. 17
{"formula": "C3H8N2O", "method": "ωB97M-V/def2-TZVPD", "homo_lumo_gap_ev": 9.577, "smiles": "CNCC(N)=O", "relative_energy_ev": 0.906, "homo_energy_ev": -8.7165, "total_charge": 0, "species": ["C", "N", "C", "C", "N", "O", "H", "H", "H", "H", "H", "H", "H", "H"], "coordinates": [[1.017, -0.863, -1.334], [0.366, 0.351, -0.915], [-0.907, 0.270, -0.243], [-0.926, 0.764, 1.203], [0.159, 0.390, 1.939], [-1.880, 1.358, 1.651], [2.005, -0.613, -1.695], [0.449, -1.458, -2.055], [1.178, -1.519, -0.469], [0.421, 1.068, -1.616], [-1.117, -0.798, -0.123], [-1.671, 0.751, -0.847], [0.735, -0.353, 1.589], [0.173, 0.651, 2.915]]}

No. 18
{"formula": "C3H8N2O", "method": "ωB97M-V/def2-TZVPD", "homo_lumo_gap_ev": 10.350, "smiles": "[H]/N=C(\\N)CCO", "relative_energy_ev": 1.441, "homo_energy_ev": -9.6138, "total_charge": 0, "species": ["H", "N", "C", "N", "C", "C", "O", "H", "H", "H", "H", "H", "H", "H"], "coordinates": [[-0.765, -1.136, -2.004], [-0.098, -0.901, -1.266], [-0.617, -0.039, -0.466], [-1.930, 0.445, -0.700], [0.157, 0.568, 0.675], [1.473, -0.125, 0.924], [2.238, -0.209, -0.239], [-2.477, 0.842, 0.056], [-2.445, -0.327, -1.178], [0.093, 1.719, 0.460], [-0.460, 0.575, 1.649], [2.074, 0.293, 1.802], [1.168, -1.108, 1.192], [1.588, -0.597, -0.904]]}

No. 19
{"formula": "C3H8N2O", "method": "ωB97M-V/def2-TZVPD", "homo_lumo_gap_ev": 9.773, "smiles": "CN(C)C(N)=O", "relative_energy_ev": 0.735, "homo_energy_ev": -8.9734, "total_charge": 0, "species": ["C", "N", "C", "C", "N", "O", "H", "H", "H", "H", "H", "H", "H", "H"], "coordinates": [[-0.043, -0.323, 1.354], [0.260, 0.097, 0.007], [1.645, -0.093, -0.346], [-0.629, 0.592, -0.896], [-1.944, 0.273, -0.594], [-0.300, 1.252, -1.869], [-1.094, -0.266, 1.647], [0.287, -1.367, 1.512], [0.495, 0.484, 1.850], [1.980, 0.677, -1.039], [2.276, -0.079, 0.554], [1.736, -1.084, -0.802], [-2.574, 0.367, -1.373], [-2.095, -0.532, -0.005]]}

No. 20
{"formula": "C3H8N2O", "method": "ωB97M-V/def2-TZVPD", "spin_multiplicity": 2, "homo_lumo_gap_ev": [8.225, 4.379], "relative_energy_ev": 3.389, "homo_energy_ev": [-13.9945, -13.9089], "total_charge": 1, "species": ["C", "C", "N", "H", "H", "H", "H", "H", "C", "N", "O", "H", "H", "H"], "coordinates": [[-0.849, 1.688, 0.341], [1.151, 0.911, 1.058], [0.530, 1.345, 0.072], [-1.452, 0.863, -0.215], [-1.195, 1.835, 1.343], [-1.068, 2.814, 0.165], [2.241, 0.807, 1.224], [0.415, 0.467, 1.771], [-0.548, -2.137, -0.740], [0.639, -1.400, -1.168], [-1.706, -1.898, -0.799], [-0.302, -3.121, -0.421], [1.567, -1.790, -1.104], [0.576, -0.385, -1.526]]}